Entry 1:
Molecular formula: C11H12NO2
Method: DFT, the ωB97M-V functional and the def2-TZVPD basis

The calculation puts the HOMO energy (alpha / beta) at 4.0 / 0.3 eV. The total charge is -2. The value obtained for the orbital gap (alpha / beta) is 2.30 / 5.76 eV. The value obtained for the LUMO energy (alpha / beta) is 6.27 / 6.11 eV. The multiplicity is 2.

Each line ends with the Mulliken charge.
Atoms and positions in Å:
1 C -0.786 -0.905 3.910  -1.431
2 C -0.300 -0.188 0.394  0.376
3 C -1.174 -0.501 1.500  0.634
4 C -0.242 -0.544 2.593  0.418
5 C 1.022 -0.110 2.169  -1.361
6 C -0.864 0.017 -0.860  -0.078
7 C -2.241 -0.087 -1.102  -0.894
8 C -3.087 -0.490 -0.052  -0.477
9 C -2.515 -0.625 1.264  -0.622
10 N 0.973 0.006 0.783  0.067
11 H -0.224 0.403 -1.632  -0.017
12 H -2.732 0.008 -2.057  0.317
13 H 1.780 0.266 -0.043  0.365
14 H -4.146 -0.862 -0.286  0.198
15 H 1.914 0.212 2.708  0.339
16 H -3.305 -0.739 2.018  0.224
17 H -1.096 -0.056 4.505  0.168
18 H 0.049 -1.393 4.528  0.343
19 H -1.602 -1.597 3.788  0.337
20 C 1.920 2.114 -2.752  -1.012
21 C 2.117 0.614 -2.508  0.763
22 O 2.451 0.221 -1.349  -0.789
23 O 1.794 -0.157 -3.409  -0.690
24 H 2.594 2.733 -3.483  0.323
25 H 2.075 2.536 -1.748  0.301
26 H 0.824 2.160 -3.054  0.195


Entry 2:
Molecular formula: C18H39Br3N5O5
Method: DFT, the ωB97M-V functional and the def2-TZVPD basis

The calculation puts the HOMO energy (alpha / beta) at -9.0 / -9.6 eV. The total charge is 0. The value obtained for the orbital gap (alpha / beta) is 8.64 / 9.22 eV. The value obtained for the LUMO energy (alpha / beta) is -0.36 / -0.40 eV. The multiplicity is 2.

Each line ends with the Mulliken charge.
Atoms and positions in Å:
1 C 0.610 -0.738 -3.560  -0.041
2 Br -0.269 -2.202 -4.554  -0.054
3 Br 0.979 -1.223 -1.704  0.077
4 Br -0.326 0.955 -3.600  -0.052
5 H 1.570 -0.520 -4.015  0.048
6 C -0.830 1.876 -0.139  -0.920
7 C -0.837 1.405 1.359  1.235
8 C -1.282 2.704 2.057  -1.090
9 C -1.675 2.327 3.496  -0.976
10 C -2.847 1.329 3.571  -1.042
11 C -2.499 0.021 2.797  1.197
12 N -1.793 0.281 1.535  0.986
13 O -1.372 -0.784 0.906  -0.523
14 C -1.800 -0.927 3.759  -1.572
15 C -3.898 -0.515 2.418  -1.917
16 C 0.605 1.142 1.758  -0.912
17 H -0.200 2.766 -0.119  0.306
18 H -1.847 2.202 -0.366  0.516
19 H -0.513 1.135 -0.865  -0.416
20 H -0.424 3.357 2.213  0.463
21 H -2.134 3.332 1.791  0.373
22 H -1.936 3.178 4.133  0.444
23 H -0.807 1.962 4.057  0.351
24 H -3.772 1.760 3.190  0.425
25 H -2.932 1.136 4.639  0.413
26 H -1.867 -1.920 3.315  0.403
27 H -0.793 -0.602 4.017  0.347
28 H -2.334 -0.936 4.709  0.361
29 H -4.413 0.000 1.609  0.425
30 H -3.833 -1.561 2.105  0.393
31 H -4.504 -0.482 3.324  0.402
32 H 0.707 0.287 2.430  -0.001
33 H 1.225 1.996 2.024  0.256
34 H 1.207 0.774 0.917  0.078
35 O 3.731 1.264 -0.497  -0.631
36 C 3.112 2.220 -0.953  0.923
37 N 2.539 2.181 -2.165  -0.011
38 C 2.942 3.475 -0.134  -1.065
39 H 2.842 1.433 -2.776  0.025
40 H 1.944 2.907 -2.519  0.182
41 H 3.893 3.766 0.314  0.344
42 H 2.306 3.377 0.742  0.094
43 H 2.670 4.237 -0.865  0.361
44 O 3.793 0.488 -4.138  -0.758
45 C 4.464 -0.544 -4.061  0.696
46 N 4.762 -1.091 -2.887  -0.302
47 C 4.830 -1.250 -5.354  -1.049
48 H 4.441 -0.620 -2.049  0.177
49 H 5.149 -2.018 -2.918  0.197
50 H 3.876 -1.689 -5.645  0.265
51 H 5.524 -2.085 -5.236  0.358
52 H 5.316 -0.561 -6.037  0.285
53 O -5.827 -1.021 -3.327  -0.657
54 C -4.681 -1.090 -2.928  0.492
55 N -4.451 -1.074 -1.590  -0.300
56 C -3.383 -1.126 -3.705  -0.616
57 H -5.310 -1.175 -1.073  0.196
58 H -3.539 -1.045 -1.169  0.175
59 H -2.955 -0.257 -4.194  0.245
60 H -3.426 -1.952 -4.421  0.324
61 H -2.632 -1.569 -3.049  0.119
62 O 3.045 -3.856 2.462  -0.630
63 C 1.936 -3.347 2.428  0.636
64 N 1.414 -3.022 1.212  -0.392
65 C 1.090 -3.318 3.671  -0.794
66 H 0.704 -2.314 1.064  0.181
67 H 2.178 -2.838 0.573  0.228
68 H 0.754 -2.337 4.009  0.109
69 H 1.589 -3.752 4.534  0.336
70 H 0.194 -3.913 3.476  0.273


Table of max |F| (eV/A), in record order: 4.39; 3.43